C21H48FN8O4P2 | ωB97M-V/def2-TZVPD

The geometry in ORCA input format:
```
! RIJCOSX wB97M-V def2-TZVPD def2/J DEFGRID3
* xyz 1 1
C -3.483 -0.774 3.185
C -3.611 -1.764 4.486
C -2.380 -1.658 5.564
O -1.531 -2.879 5.353
N -0.306 -2.319 5.067
C -0.124 -2.060 3.603
C 1.321 -1.333 3.172
C 1.688 -0.924 1.625
C 1.821 0.731 1.426
O 0.734 1.540 1.286
F 3.228 1.276 1.383
C 2.264 -1.058 4.489
C 1.782 -1.471 5.988
N 0.459 -2.115 6.163
H -3.096 0.322 3.447
H -2.879 -1.238 2.276
H -4.596 -0.608 2.788
H -3.680 -2.874 4.056
H -4.606 -1.528 5.097
H -2.772 -1.626 6.682
H -1.733 -0.663 5.439
H -0.940 -2.339 2.782
H 2.735 -1.363 1.341
H 0.859 -1.328 0.872
H 3.326 -0.549 4.365
H 2.439 -1.258 6.962
O -3.954 3.525 0.107
P -2.721 4.457 0.011
N -3.645 5.771 -0.544
C -3.861 6.152 -1.922
C -4.707 6.254 0.334
N -2.023 3.594 -1.302
C -1.664 4.133 -2.604
C -2.384 2.182 -1.459
N -1.305 5.530 -0.098
C -0.146 4.885 0.558
C -1.383 6.885 0.469
H -2.909 6.367 -2.417
H -4.412 7.095 -2.014
H -4.408 5.384 -2.475
H -4.265 6.712 1.225
H -5.372 5.446 0.665
H -5.341 7.019 -0.126
H -2.531 4.213 -3.265
H -0.934 3.485 -3.105
H -1.169 5.105 -2.542
H -3.368 2.076 -1.931
H -2.398 1.673 -0.491
H -1.653 1.642 -2.071
H -0.314 4.783 1.635
H 0.772 5.461 0.394
H 0.044 3.885 0.157
H -1.732 6.863 1.512
H -2.040 7.539 -0.110
H -0.406 7.380 0.444
O 2.423 -3.243 -0.565
P 2.652 -4.194 -1.765
N 4.123 -3.455 -2.187
C 4.312 -2.408 -3.166
C 5.186 -3.472 -1.185
N 1.349 -3.543 -2.680
C 1.424 -2.967 -4.013
C 0.258 -2.895 -1.946
N 2.915 -5.287 -3.144
C 1.936 -6.396 -3.089
C 4.230 -5.923 -3.317
H 3.975 -2.736 -4.153
H 5.370 -2.171 -3.326
H 3.798 -1.486 -2.879
H 5.538 -4.499 -1.044
H 4.846 -3.094 -0.213
H 6.062 -2.879 -1.468
H 1.777 -1.933 -3.990
H 0.436 -2.963 -4.491
H 2.054 -3.547 -4.693
H 0.535 -1.877 -1.644
H -0.009 -3.469 -1.054
H -0.655 -2.834 -2.548
H 2.114 -7.030 -2.215
H 1.987 -7.013 -3.993
H 0.908 -6.028 -3.027
H 4.555 -6.429 -2.396
H 5.000 -5.208 -3.617
H 4.208 -6.662 -4.126
*
```

## Properties
LUMO level ... -5.23 eV
Molecular weight ... 557.61 g/mol
Energy ... -63937.8398 eV



C21H48N6O8S | ωB97M-V/def2-TZVPD

The geometry in ORCA input format:
```
! RIJCOSX wB97M-V def2-TZVPD def2/J DEFGRID3
* xyz 0 1
C -5.637 1.382 0.495
C -6.021 0.220 -0.445
N -5.251 0.167 -1.691
C -3.875 -0.186 -1.458
C -3.620 -1.669 -1.464
C -2.117 -1.998 -1.317
C -1.205 -0.782 -1.131
S -1.584 0.628 -2.144
O -1.521 1.808 -1.332
O -0.832 0.583 -3.364
O -3.094 0.372 -2.560
H -5.099 2.150 -0.068
H -6.511 1.818 0.972
H -4.952 1.054 1.279
H -7.073 0.310 -0.719
H -5.896 -0.736 0.063
H -5.279 1.075 -2.137
H -3.485 0.276 -0.539
H -3.994 -2.093 -2.396
H -4.199 -2.131 -0.661
H -1.767 -2.546 -2.187
H -1.974 -2.643 -0.454
H -0.162 -1.012 -1.323
H -1.263 -0.406 -0.110
C 1.886 1.911 1.363
C 1.766 0.875 0.273
O 1.244 -0.211 0.479
N 2.242 1.183 -0.961
C 2.857 2.418 -1.399
H 1.445 1.511 2.270
H 2.933 2.150 1.557
H 1.357 2.823 1.081
H 2.118 0.450 -1.642
H 2.271 2.875 -2.198
H 3.869 2.237 -1.768
H 2.915 3.120 -0.574
C 2.344 -2.949 -1.409
C 1.306 -3.966 -1.821
O 0.164 -3.951 -1.373
N 1.675 -4.903 -2.728
C 2.962 -5.056 -3.379
H 1.927 -2.325 -0.622
H 3.234 -3.447 -1.020
H 2.618 -2.322 -2.263
H 0.942 -5.555 -2.958
H 2.859 -4.966 -4.460
H 3.394 -6.031 -3.145
H 3.641 -4.279 -3.049
C 4.002 0.606 4.465
C 2.585 0.314 4.900
O 1.637 0.971 4.498
N 2.396 -0.720 5.758
C 3.389 -1.606 6.331
H 3.980 1.453 3.788
H 4.630 0.853 5.322
H 4.435 -0.251 3.949
H 1.429 -0.868 6.003
H 3.193 -2.641 6.045
H 3.381 -1.543 7.420
H 4.379 -1.338 5.981
C -1.942 2.255 3.214
C -3.073 2.786 4.063
O -4.228 2.417 3.923
N -2.753 3.716 5.004
C -1.446 4.260 5.312
H -2.341 1.519 2.524
H -1.478 3.057 2.639
H -1.180 1.783 3.837
H -3.545 4.043 5.534
H -1.176 4.053 6.349
H -1.431 5.341 5.162
H -0.693 3.813 4.672
C 0.785 -1.415 -5.555
C 2.072 -1.026 -4.870
O 2.839 -1.865 -4.409
N 2.350 0.294 -4.760
C 1.559 1.424 -5.213
H 0.712 -2.499 -5.548
H -0.072 -0.996 -5.027
H 0.768 -1.062 -6.587
H 3.223 0.483 -4.294
H 2.123 2.019 -5.934
H 1.280 2.055 -4.372
H 0.649 1.078 -5.688
*
```

## Properties
SMILES ... CCN[C@H]1CCCS(=O)(=O)O1.CNC(C)=O.CNC(C)=O.CNC(C)=O.CNC(C)=O.CNC(C)=O
LUMO level ... 0.62 eV
Molecular weight ... 544.72 g/mol
Energy ... -58713.4300 eV



C21H50Cl4N8O25 | ωB97M-V/def2-TZVPD

The geometry in ORCA input format:
```
! RIJCOSX wB97M-V def2-TZVPD def2/J DEFGRID3
* xyz 0 1
Cl 5.044 -2.703 -9.246
C 4.856 -1.260 -8.209
C 6.136 -0.540 -7.908
Cl 7.167 -1.357 -6.695
H 4.356 -1.606 -7.311
H 4.287 -0.545 -8.802
H 5.866 0.391 -7.405
H 6.697 -0.243 -8.792
Cl 13.196 6.954 -4.516
C 12.700 5.248 -4.810
C 12.774 4.893 -6.280
Cl 14.459 4.535 -6.731
H 11.753 5.198 -4.283
H 13.486 4.701 -4.294
H 12.417 5.692 -6.924
H 12.159 4.025 -6.511
C 10.578 -3.510 -8.211
N 11.264 -3.078 -6.955
O 11.044 -3.720 -5.946
O 11.949 -2.084 -7.011
H 10.698 -4.577 -8.356
H 11.035 -2.904 -8.986
H 9.528 -3.237 -8.121
C 9.412 -5.419 -3.602
N 10.036 -6.773 -3.743
O 11.230 -6.788 -3.965
O 9.327 -7.749 -3.703
H 9.437 -5.157 -2.548
H 8.391 -5.623 -3.920
H 9.882 -4.656 -4.208
C 10.368 1.081 -7.579
N 9.508 0.630 -8.705
O 9.835 -0.396 -9.247
O 8.557 1.298 -9.026
H 9.793 1.498 -6.757
H 10.933 1.897 -8.031
H 10.987 0.241 -7.287
C 13.046 -4.033 -3.347
N 13.306 -4.717 -2.060
O 12.382 -5.384 -1.622
O 14.375 -4.586 -1.521
H 12.169 -3.403 -3.251
H 12.846 -4.753 -4.137
H 13.976 -3.524 -3.584
C 7.498 3.830 -6.591
N 8.535 4.277 -7.541
O 9.671 4.389 -7.117
O 8.216 4.480 -8.676
H 7.480 2.745 -6.696
H 6.517 4.244 -6.797
H 7.808 4.112 -5.590
C 10.476 -4.000 0.486
N 10.609 -3.088 -0.657
O 9.680 -2.954 -1.425
O 11.630 -2.436 -0.694
H 11.223 -4.793 0.449
H 9.520 -4.511 0.430
H 10.654 -3.366 1.350
C 6.041 -4.842 -2.148
N 6.215 -3.518 -2.792
O 5.722 -3.383 -3.897
O 6.694 -2.610 -2.154
H 5.455 -4.660 -1.250
H 6.980 -5.305 -1.851
H 5.550 -5.561 -2.795
C 5.832 0.208 -2.969
N 5.087 1.276 -3.711
O 5.026 1.180 -4.910
O 4.476 2.079 -3.048
H 6.657 -0.104 -3.596
H 5.159 -0.591 -2.686
H 6.164 0.750 -2.086
C 8.353 7.323 -5.380
O 7.954 6.292 -4.485
C 6.878 6.389 -3.722
O 6.103 7.307 -3.664
O 6.854 5.315 -2.957
C 5.747 5.098 -2.072
H 7.749 7.361 -6.285
H 9.366 7.101 -5.718
H 8.429 8.230 -4.784
H 4.975 4.618 -2.667
H 5.375 6.056 -1.710
H 6.095 4.509 -1.232
C 9.501 -1.327 -4.313
O 10.011 -0.158 -3.659
C 9.353 0.968 -3.872
O 8.456 1.101 -4.660
O 9.910 1.918 -3.149
C 9.242 3.174 -3.167
H 8.433 -1.410 -4.106
H 10.028 -2.189 -3.930
H 9.596 -1.141 -5.382
H 8.183 3.182 -2.917
H 9.349 3.650 -4.145
H 9.797 3.800 -2.472
C 10.851 6.871 -1.030
O 10.154 7.646 -1.979
C 10.811 8.688 -2.461
O 11.815 9.148 -1.999
O 10.099 9.255 -3.416
C 10.568 10.445 -3.988
H 11.903 6.749 -1.305
H 10.404 5.881 -1.021
H 10.884 7.284 -0.021
H 9.886 10.780 -4.768
H 11.541 10.358 -4.476
H 10.644 11.254 -3.259
*
```

## Properties
Energy above the lowest of the compared OMol25 structures with the same formula, charge and spin ... 0.0 kcal/mol
LUMO level ... -0.49 eV
Molecular weight ... 956.47 g/mol
Energy ... -135764.1167 eV



C21H50ClN6O9 | ωB97M-V/def2-TZVPD

The geometry in ORCA input format:
```
! RIJCOSX wB97M-V def2-TZVPD def2/J DEFGRID3
* xyz -1 1
Cl -3.410 -0.428 -31.362
O -2.844 0.868 -31.294
O -4.469 -0.551 -30.379
O -3.849 -0.789 -32.740
O -2.399 -1.403 -31.043
C 4.684 -4.748 -22.752
C 3.255 -4.407 -23.173
N 2.891 -3.005 -23.510
C 3.498 -2.487 -24.744
C 3.080 -3.270 -26.021
C 3.037 -1.988 -22.466
C 2.110 -2.263 -21.262
H 4.910 -4.316 -21.777
H 5.348 -4.277 -23.477
H 4.825 -5.828 -22.716
H 2.931 -5.163 -23.888
H 2.572 -4.695 -22.373
H 3.235 -1.460 -24.999
H 4.579 -2.587 -24.646
H 3.201 -4.334 -25.821
H 2.073 -2.985 -26.327
H 3.734 -2.994 -26.848
H 2.736 -1.021 -22.869
H 4.106 -1.882 -22.280
H 2.169 -1.436 -20.555
H 2.527 -3.174 -20.831
H 1.075 -2.393 -21.576
C 0.170 6.291 -30.818
O 0.951 6.635 -31.719
N -0.946 6.936 -30.496
C -1.672 6.550 -29.289
C -1.406 8.057 -31.207
H 0.373 5.419 -30.177
H -1.153 5.850 -28.635
H -2.607 6.081 -29.593
H -1.880 7.403 -28.643
H -1.823 8.766 -30.492
H -0.634 8.652 -31.695
H -2.214 7.839 -31.906
C -1.494 4.003 -36.746
O -0.471 3.726 -37.326
N -2.694 4.124 -37.349
C -3.906 4.124 -36.537
C -2.957 4.223 -38.770
H -1.584 3.997 -35.649
H -4.476 5.036 -36.709
H -3.688 4.040 -35.472
H -4.621 3.353 -36.826
H -2.048 4.491 -39.308
H -3.358 3.331 -39.250
H -3.566 5.121 -38.875
C -4.158 2.838 -25.029
O -5.026 3.520 -24.444
N -3.006 2.525 -24.416
C -2.134 1.575 -25.002
C -2.633 3.138 -23.132
H -4.306 2.254 -25.951
H -2.147 0.677 -24.384
H -1.082 1.850 -24.921
H -2.317 1.376 -26.058
H -2.469 2.384 -22.362
H -1.711 3.652 -23.404
H -3.418 3.739 -22.672
C -4.538 -7.119 -31.950
O -3.986 -7.934 -32.710
N -5.349 -7.526 -30.948
C -5.888 -6.582 -30.002
C -5.886 -8.882 -30.934
H -4.493 -6.019 -31.976
H -5.114 -5.852 -29.766
H -6.135 -7.128 -29.092
H -6.759 -6.062 -30.402
H -5.863 -9.350 -29.950
H -6.910 -8.997 -31.292
H -5.315 -9.602 -31.520
C -9.169 -3.528 -34.863
O -10.166 -3.313 -34.203
N -8.986 -4.576 -35.651
C -10.051 -5.584 -35.888
C -7.832 -4.646 -36.556
H -8.278 -2.886 -34.939
H -9.825 -6.486 -35.319
H -10.185 -5.763 -36.955
H -10.966 -5.197 -35.440
H -7.361 -5.625 -36.462
H -7.976 -4.471 -37.622
H -7.042 -3.968 -36.233
*
```

## Properties
Energy above the lowest of the compared OMol25 structures with the same formula, charge and spin ... 56.9 kcal/mol
LUMO level ... 1.93 eV
Molecular weight ... 566.12 g/mol
Energy ... -62470.8855 eV



C21H50IO13PS3 | ωB97M-V/def2-TZVPD

The geometry in ORCA input format:
```
! RIJCOSX wB97M-V def2-TZVPD def2/J DEFGRID3
* xyz 0 1
O 4.993 -3.251 2.054
C 3.891 -2.646 1.528
O 3.954 -2.365 0.063
C 2.540 -2.294 2.447
C 1.293 -3.312 2.137
C -0.096 -2.980 2.943
C -0.966 -4.351 2.737
S -2.406 -4.218 1.548
O -3.706 -4.415 2.423
O -2.468 -5.340 0.470
O 0.347 -3.115 4.367
S 0.380 -1.582 5.126
O -0.501 -1.385 6.382
O 1.817 -1.148 5.605
O 0.061 -0.671 3.708
C -0.804 -1.509 2.813
I -2.781 -1.167 3.736
P -0.665 -0.585 1.104
S -1.031 1.350 1.291
H 4.802 -1.856 -0.111
H 2.250 -1.170 2.268
H 2.905 -2.416 3.577
H 1.668 -4.401 2.451
H 1.087 -3.313 0.985
H -1.377 -4.653 3.811
H -0.321 -5.288 2.377
H -2.541 -2.907 0.990
H 0.672 -0.791 0.535
H -1.620 -1.115 0.146
C -6.525 0.610 1.140
C -5.827 -0.385 0.227
C -6.796 -1.437 -0.290
O -4.774 -1.025 0.942
H -6.947 0.108 2.018
H -5.813 1.353 1.514
H -7.331 1.131 0.614
H -5.374 0.145 -0.618
H -7.228 -2.012 0.537
H -6.278 -2.153 -0.936
H -7.611 -0.977 -0.859
H -5.167 -1.499 1.695
C 3.159 2.103 5.801
C 3.050 2.837 4.474
C 2.304 4.153 4.628
O 2.367 2.014 3.533
H 2.166 1.861 6.198
H 3.688 1.153 5.673
H 3.694 2.705 6.542
H 4.053 3.028 4.076
H 1.281 3.984 4.983
H 2.222 4.664 3.663
H 2.813 4.816 5.334
H 1.475 1.840 3.879
C 2.825 2.588 0.515
C 3.241 2.280 -0.914
C 3.430 3.554 -1.723
O 2.244 1.472 -1.533
H 1.870 3.124 0.538
H 2.680 1.661 1.082
H 3.579 3.195 1.024
H 4.173 1.705 -0.911
H 2.497 4.125 -1.779
H 3.718 3.317 -2.753
H 4.203 4.191 -1.281
H 1.412 1.975 -1.541
C 2.997 1.555 -6.980
C 3.367 2.937 -6.465
C 4.723 2.927 -5.776
O 2.373 3.379 -5.544
H 2.931 0.835 -6.158
H 2.014 1.575 -7.463
H 3.735 1.193 -7.703
H 3.382 3.649 -7.297
H 4.718 2.255 -4.911
H 4.970 3.925 -5.400
H 5.512 2.606 -6.463
H 2.352 2.753 -4.801
C -5.162 -1.307 -4.456
C -3.781 -1.133 -3.842
C -2.725 -1.891 -4.630
O -3.799 -1.607 -2.499
H -5.460 -2.362 -4.456
H -5.914 -0.767 -3.872
H -5.185 -0.937 -5.486
H -3.524 -0.069 -3.811
H -2.937 -2.966 -4.637
H -1.739 -1.767 -4.170
H -2.676 -1.538 -5.665
H -4.026 -2.552 -2.517
*
```

## Properties
Energy above the lowest of the compared OMol25 structures with the same formula, charge and spin ... 143.1 kcal/mol
SMILES ... O=C(O)CC[C@@]1(C[SH](=O)=O)OS(=O)(=O)O[C@@]1(I)[PH2]=S.CC(C)O.CC(C)O.CC(C)O.CC(C)O.CC(C)O
LUMO level ... -1.27 eV
Molecular weight ... 764.70 g/mol
Energy ... -99091.0064 eV